(1)
This record from the OMol25 dataset describes C29H30CrN7O9S as an isolated structure in a non-equilibrium geometry. The level of theory is ωB97M-V with the def2-TZVPD basis set.

Calculated values
Highest occupied orbital energy (alpha / beta)   -7.387 / -7.387 eV
E_tot   -3626.100321 Ha
Orbital gap (alpha / beta)   6.45 / 6.42 eV
Strongest force on any atom   4.3 eV/A
<S²>   3.774
Spin multiplicity   4

Structure (XYZ):
```
77
Properties=species:S:1:pos:R:3:mulliken_charge:R:1
N 3.731 0.751 0.746 -0.510
O -0.065 1.710 -2.013 -0.538
C -2.994 3.414 -0.436 1.154
C 0.399 3.905 3.729 -0.920
H 3.574 -6.551 0.245 0.422
H -5.698 3.543 -1.080 0.227
C 0.959 2.386 -1.546 1.329
C 0.425 1.845 5.329 -1.066
H -6.128 -2.406 -0.037 0.320
N 1.612 -5.044 -1.978 -0.521
H -3.866 -1.152 -0.759 0.363
H 1.254 4.178 4.358 0.322
O -2.272 0.680 0.006 -0.292
C 2.933 -0.007 1.075 0.378
H -0.441 4.549 3.907 0.309
H 3.474 1.781 -5.460 0.504
H 2.568 -6.478 2.404 0.357
H 4.474 -6.633 -2.021 0.366
C 4.542 2.834 -2.417 -0.503
H -7.372 -2.661 -1.310 0.251
H 3.091 -7.540 -2.648 0.270
O 5.686 1.934 -5.730 -0.578
O 0.734 0.292 0.325 -0.137
H 0.218 -4.173 0.788 0.252
H 0.158 0.774 5.267 0.353
C 1.828 -5.719 2.236 -1.200
O 6.814 2.674 -3.932 -0.568
O 0.988 2.866 -0.371 -0.673
N 0.939 -4.604 0.231 -0.073
C -0.735 1.895 3.099 0.809
H -0.012 2.347 6.192 0.344
H -1.035 -0.172 2.827 0.283
O -1.745 3.354 -0.420 -0.123
N 2.476 -2.884 3.099 -0.673
O -6.570 -0.832 -1.366 -0.416
C 2.570 -5.851 -1.448 0.914
C 0.818 -4.392 -1.121 -0.185
H 2.172 -4.767 2.735 0.285
H -4.246 4.924 -1.397 0.378
C 3.400 2.819 -1.702 -0.628
N -0.003 2.511 4.086 0.129
C 4.544 2.459 -3.785 -0.037
H -5.625 -2.659 -1.729 0.310
C -5.254 2.521 -0.927 -1.092
H -2.529 0.781 2.846 0.166
H -7.040 1.558 -1.717 0.425
C -4.337 -0.154 -0.654 -0.502
H 0.710 3.947 2.646 0.271
O -0.712 2.433 1.954 -0.305
C -3.903 2.301 -0.542 0.576
N 5.743 2.314 -4.510 0.887
C -5.626 0.075 -1.112 0.655
C -3.613 4.771 -0.492 -1.714
H -4.404 4.970 0.307 0.394
C -6.064 1.426 -1.277 -1.025
C 2.186 2.473 -2.364 0.342
N 0.731 -0.409 1.430 -0.167
Cr -0.711 1.776 0.018 0.251
H -2.841 5.552 -0.341 0.330
H 5.463 3.185 -1.987 0.469
C -3.498 0.938 -0.405 0.393
C 3.330 2.114 -4.440 -0.444
C 3.462 -6.556 -2.414 -1.170
H 0.818 -5.948 2.574 0.388
C 2.741 -6.017 -0.082 -0.889
C -1.551 0.646 3.326 -1.073
C 1.826 -5.468 0.772 0.829
H 3.479 -6.037 -3.388 0.350
H 1.502 1.911 5.447 0.345
H 3.361 2.979 -0.654 0.531
C 2.247 -1.942 2.454 0.056
H -1.611 0.382 4.389 0.510
C 2.149 2.092 -3.735 -0.538
C 1.962 -0.778 1.708 0.362
H 1.219 1.722 -4.168 0.472
C -6.422 -2.232 -1.053 -0.752
S -0.389 -3.230 -1.588 -0.318
```


(2)
This record from the OMol25 dataset describes C29H30F10N5OTi as an isolated structure in a non-equilibrium geometry. The level of theory is ωB97M-V with the def2-TZVPD basis set.

Calculated values
Total charge   -1
Highest occupied orbital energy (alpha / beta)   -1.750 / -1.690 eV
E_tot   -3320.185457 Ha
Orbital gap (alpha / beta)   4.22 / 4.16 eV
Strongest force on any atom   3.6 eV/A
Spin multiplicity   1

Structure (XYZ):
```
76
Properties=species:S:1:pos:R:3:mulliken_charge:R:1
H 4.189 2.067 2.557 0.384
H -2.474 0.282 2.189 0.202
C -2.709 0.173 -2.427 -0.214
H 0.732 4.066 -4.178 0.337
H 2.915 1.927 -1.353 0.012
N 1.259 -1.382 -1.636 1.026
C -2.802 3.050 1.248 0.336
C 4.800 0.537 1.177 -0.854
H -0.750 -3.105 0.708 0.488
C 2.703 2.937 -1.702 -0.696
H 0.487 -0.589 -3.426 0.131
H 0.514 -3.206 -0.910 0.338
H 2.460 3.543 -0.818 0.104
F -1.435 0.077 -2.887 -0.328
C -1.208 -2.363 1.361 -1.613
H -0.971 -1.039 3.613 0.413
C -1.120 5.013 0.363 -0.033
C -2.458 5.314 0.519 0.619
H 2.440 4.421 -3.894 0.309
C 1.445 -0.722 -2.935 -1.367
N 1.639 2.931 -2.686 0.199
C -1.460 2.687 1.089 -0.211
H -1.518 -2.882 2.281 0.249
H 1.807 1.873 2.004 0.278
H 3.341 -1.718 -1.795 0.503
H 2.095 -1.332 -3.578 0.426
C -0.537 -0.458 2.784 -1.338
H 1.204 5.013 -2.751 0.268
H 1.897 0.259 -2.802 0.459
H 1.839 -1.456 2.335 0.326
H 0.772 -2.703 3.032 0.438
N -0.164 -1.373 1.676 1.132
C 4.361 -0.383 0.235 -0.641
H -1.589 1.290 3.307 0.711
F -6.620 0.303 -1.363 -0.339
F -5.870 1.348 -3.775 -0.349
F 0.691 3.594 0.625 -0.294
C 1.013 -2.129 2.126 -1.288
N -2.003 -0.843 -0.370 0.871
O 0.351 1.502 -1.347 0.392
C 2.580 -1.593 -1.013 -2.026
C -5.330 0.252 -1.740 0.114
N -0.913 1.449 1.305 0.896
C 0.580 -2.658 -1.848 -1.332
C -3.624 0.733 -3.288 -0.200
H 0.394 -0.010 3.135 0.406
H -0.445 2.543 -2.942 0.274
H -2.973 -2.630 0.239 0.711
C 3.864 1.338 1.823 -0.840
C 3.002 -0.501 -0.053 1.123
C 0.410 2.365 -2.309 -0.984
H 2.549 -2.543 -0.472 0.448
F -2.933 6.537 0.219 -0.344
C -0.645 3.752 0.659 -0.090
F -4.606 4.567 1.108 -0.332
H 1.115 -3.285 -2.578 0.376
F -3.218 1.197 -4.483 -0.344
Ti 0.003 0.250 -0.112 -0.507
F -3.729 2.130 1.597 -0.391
C -1.480 0.668 2.407 -0.963
H 5.083 -1.010 -0.283 0.391
C -3.291 4.319 0.975 0.224
H -0.431 -2.472 -2.210 0.144
H 1.321 -2.831 1.350 0.296
H 3.602 3.342 -2.169 0.528
C -3.011 -0.354 -1.149 0.120
F -4.917 -0.718 0.304 -0.398
C -4.964 0.784 -2.954 0.710
F -0.266 5.978 -0.023 -0.356
C 2.514 1.214 1.510 -0.980
C 2.030 0.297 0.565 2.269
C 1.497 4.172 -3.405 -1.014
C -4.398 -0.295 -0.875 0.045
H 5.857 0.634 1.398 0.314
C -2.418 -1.783 0.668 -1.086
H -3.081 -1.350 1.414 0.410
```